Cl2NO11Tl3 | ωB97M-V/def2-TZVPD

Results
Charge: +6
Max |F| (eV/Å): 6.2
Frontier orbital gap (eV): 2.76
ΔE to the lowest compared entry with this formula, charge and spin (kcal/mol): 0.0
Total energy (eV): -63016.5560
Molecular weight (g mol⁻¹): 874.1

```
17
Properties=species:S:1:pos:R:3:forces:R:3
Tl 27.984 -7.721 -4.689 0.334 0.341 0.748
Tl 27.002 -8.931 -14.811 0.372 0.238 -0.825
Tl 22.130 -13.802 -9.277 -0.745 -0.543 0.249
N 26.020 -9.818 -9.531 2.892 4.894 2.395
O 25.100 -10.479 -9.428 -4.286 -4.184 1.707
O 26.278 -9.439 -10.625 2.038 0.926 -1.425
O 26.549 -9.281 -8.485 -0.481 -1.428 -2.446
Cl 21.578 -6.428 -12.365 0.944 -2.224 -1.265
O 22.895 -7.124 -12.661 -3.057 1.505 0.934
O 20.998 -6.997 -11.143 0.746 1.171 -2.412
O 21.802 -5.018 -12.448 -0.661 -0.906 0.048
O 20.618 -6.797 -13.522 1.423 0.997 2.489
Cl 27.354 -15.209 -11.429 0.202 -2.911 -2.904
O 28.776 -14.888 -11.262 -0.661 -0.546 0.429
O 26.617 -14.652 -10.371 -0.205 0.995 1.002
O 27.021 -14.496 -12.675 0.027 -0.256 1.077
O 27.083 -16.635 -11.523 1.120 1.932 0.199
```
Forces are in eV/Å.